Record 1
Computed, not measured: a cluster of 2 separate species, C4H12 in total at a distorted geometry, with ωB97M-V/def2-TZVPD.

```
16
Properties=species:S:1:pos:R:3:forces:R:3
C -2.384744 0.005173 1.108397 -0.4399 0.9043 0.3919
C -1.699015 1.115811 1.905674 1.2840 -0.4843 0.9572
C 2.679552 -0.296777 -1.870736 -0.2668 -0.4136 0.1763
C 1.449462 -0.874139 -1.164870 -0.8815 0.6786 -0.3989
H 2.415580 0.110586 -2.844323 -0.0517 0.0672 -0.0335
H -3.047758 0.551401 0.436064 -0.0799 -0.4555 -0.3650
H -1.286420 1.891065 1.262528 -0.4240 0.2556 -0.0109
H -3.030634 -0.593655 1.747325 0.1161 -0.1827 0.0463
H -0.819117 0.813586 2.500755 -0.1305 -0.5036 -0.4162
H 0.567246 -0.261663 -1.387571 0.1067 0.0963 -0.0273
H 3.396791 -1.092369 -2.055729 0.3005 0.0903 0.1172
H 1.175141 -1.854116 -1.547576 0.2177 -0.2320 0.1906
H 1.481847 -0.867354 -0.076804 0.4249 -0.3224 0.0077
H -1.719251 -0.645727 0.551572 0.1282 0.0737 -0.0750
H 3.137783 0.491763 -1.280608 0.1358 0.0412 -0.0217
H -2.316461 1.506422 2.715906 -0.4396 0.3869 -0.5387
```
Positions in Å, forces in eV/Å.

Its structure (SMILES) is CC.CC. For the HOMO energy, the calculation gives -0.42681 hartree. Its total energy is -159.5753 a.u. Its energy above the lowest of the compared OMol25 structures with the same formula, charge and spin is 25.3 kJ/mol.

***

Record 2
Computed, not measured: a cluster of 2 separate species, C4H12 in total at a distorted geometry, with ωB97M-V/def2-TZVPD.

```
16
Properties=species:S:1:pos:R:3:forces:R:3
C 1.382616 -1.598681 -1.115811 2.9435 -0.1707 -2.0265
C -2.254091 0.616437 0.844925 2.4195 -2.6195 2.9294
C -1.174036 1.509997 0.400383 1.7732 3.5657 -1.3684
C 1.972455 -0.617825 -0.165654 0.4758 0.0009 4.8513
H -0.577161 1.348966 -0.511861 -0.4296 -0.8242 0.2898
H -0.438734 1.975100 1.096349 -0.1257 -1.7983 0.6170
H -1.617602 -0.426351 1.207074 -2.6292 2.5774 -0.8045
H 1.064637 -1.054500 -1.955165 -1.4966 0.8804 -1.0209
H -3.099676 0.440435 0.234665 -0.2075 -0.5835 -1.4468
H -1.513966 2.527417 0.221424 -1.1975 0.2571 -0.7707
H -2.748936 1.129949 1.677305 0.4040 -0.5795 0.5442
H 2.274652 -1.988728 -1.654113 -0.5504 -1.0203 0.4824
H 0.664043 -2.362822 -0.866858 0.0881 0.0047 0.6100
H 2.998401 -0.706655 0.322430 -0.5450 -0.7762 -1.6321
H 1.958013 0.435730 -0.386120 -0.6147 0.2817 -0.4808
H 1.474667 -0.778109 0.831815 -0.3080 0.8042 -0.7734
```
Positions in Å, forces in eV/Å.

Its structure (SMILES) is CC.CC. For the HOMO energy, the calculation gives -0.39392 hartree. Its total energy is -159.5094 a.u. Its energy above the lowest of the compared OMol25 structures with the same formula, charge and spin is 198.5 kJ/mol.